The following is a quantum chemistry calculation of a single C14H10ClN3O4 molecule in a non-equilibrium geometry, from OMol25.

Geometry as XYZ:
```
32
Properties=species:S:1:pos:R:3:forces:R:3
C -2.5895 -0.2598 0.7738 -0.3 0.2 -0.1
H -1.9363 1.4777 1.8190 0.1 0.1 0.1
C -3.5639 -0.8065 -0.0538 0.3 -0.2 0.1
Cl -6.0772 2.2476 -0.5742 -0.2 0.1 -0.1
N 1.3223 -1.1991 1.0549 -1.2 -1.0 -0.7
H -3.5055 -1.8271 -0.3954 0.0 -0.1 0.0
O -1.5889 -3.1952 -1.2767 -0.1 -0.1 0.0
C 5.6801 2.0273 0.2936 0.5 0.4 -0.9
C -0.9606 -2.5075 -0.5120 -0.2 0.1 0.3
C -4.7361 1.2860 -0.0559 0.1 -0.2 0.0
H -0.4954 -2.6097 1.5811 -0.2 0.0 -0.1
C 3.9282 0.8541 -0.1601 0.3 0.4 -1.4
C 5.5274 2.1056 -1.0610 0.3 0.1 0.7
C 2.8072 0.0142 0.1262 -0.4 -0.5 1.0
H 0.3141 -1.8508 -1.9540 -0.1 -0.1 0.2
O -1.4948 -0.9206 1.2522 0.0 0.1 0.0
O 4.7220 1.2762 0.8428 -0.4 -0.4 0.4
C -4.6363 -0.0312 -0.4645 -0.1 0.3 0.1
H -5.3917 -0.4578 -1.1053 -0.1 0.0 -0.1
H -3.8508 2.8724 1.0803 0.0 0.1 0.0
H -2.2282 -2.8671 1.1774 0.1 0.1 -0.1
N 2.4083 -0.4389 1.2735 1.4 1.1 -0.2
C -3.7672 1.8443 0.7657 0.0 -0.1 -0.1
N 0.1465 -1.8195 -0.9538 0.3 0.3 -0.9
C 1.0980 -1.1751 -0.2201 0.6 0.2 0.9
C -2.7016 1.0725 1.1767 0.1 -0.2 0.0
H 6.4104 2.4514 0.9542 0.0 0.0 0.2
O 2.0050 -0.4244 -0.8910 -0.1 0.0 0.0
H 3.9496 1.1674 -2.3270 -0.1 -0.1 -0.2
C 4.3841 1.3411 -1.3642 -0.5 -0.5 0.7
C -1.3272 -2.2853 0.9490 -0.2 -0.2 0.2
H 6.1483 2.6378 -1.7515 0.2 0.1 -0.1
```
Forces are in eV/Å.

* net charge: 0
* relative energy (zero: lowest compared OMol25 entry of this formula, charge and spin): 1.50 kcal/mol
* HOMO energy: -0.313 hartree
* total energy: -39861.6341 eV
* SMILES: O=C(COc1ccc(Cl)cc1)Nc1nnc(-c2ccco2)o1

=====

The following is a quantum chemistry calculation of 4 unconnected molecules or ions with the total composition C4H16O4 in a non-equilibrium geometry, from OMol25.

Geometry as XYZ:
```
24
Properties=species:S:1:pos:R:3:forces:R:3
H 6.1371 0.8391 1.9792 -1.1 0.2 0.5
H 5.2248 0.2283 0.5941 0.4 -0.5 -0.4
H -1.2347 2.4417 0.5078 -0.3 0.3 -1.0
H 0.0262 1.2803 0.0713 -0.2 -0.2 0.3
C 1.8041 -1.9453 -3.8047 -0.4 -0.3 -0.5
C 5.8206 1.0642 0.9608 0.1 -1.2 1.0
H 5.0850 1.8641 0.8766 0.8 0.6 0.1
H 1.4561 -0.9263 -3.9736 0.0 0.1 0.4
H -7.2746 -0.3527 3.1287 -0.2 0.1 0.0
C -6.2434 -0.3494 2.7755 -0.2 0.7 0.8
C -1.0215 1.3840 0.3533 -0.7 -0.8 0.7
H 0.5210 -2.0229 -2.3666 -0.1 -0.2 0.2
O 0.9587 -2.6931 -2.8966 0.8 0.8 -0.7
H -5.9794 -1.4043 2.7011 0.5 0.1 -0.3
O -6.1186 0.4349 1.5808 -0.4 -1.0 0.5
O 7.0470 1.3069 0.3376 0.3 1.1 -1.6
H 1.7635 -2.3734 -4.8063 -0.2 -0.5 0.1
H -1.3067 0.9822 1.3256 1.0 -0.2 0.4
O -1.8225 0.6110 -0.5579 0.3 1.0 -0.2
H -2.7200 0.6847 -0.2253 -0.2 -0.1 -0.2
H 7.6380 0.5529 0.2764 -0.5 -0.2 0.2
H 2.8625 -1.9448 -3.5442 -0.1 0.0 0.5
H -6.9328 0.1765 1.1426 0.1 0.4 -0.8
H -5.6904 0.1612 3.5638 0.3 -0.3 -0.1
```
Forces are in eV/Å.

* net charge: 0
* relative energy (zero: lowest compared OMol25 entry of this formula, charge and spin): 73.85 kcal/mol
* HOMO energy: -0.378 hartree
* total energy: -12594.6343 eV
* SMILES: CO.CO.CO.CO

=====

The following is a quantum chemistry calculation of 2 unconnected molecules or ions with the total composition Cl2HNS in a non-equilibrium geometry, from OMol25.

Geometry as XYZ:
```
5
Properties=species:S:1:pos:R:3:forces:R:3
Cl -1.6483 0.7062 0.7473 -0.7 0.1 -0.3
H 1.2028 1.0258 -1.3148 -0.4 0.0 -0.1
N -0.4679 -0.4755 0.8547 1.7 0.7 0.3
Cl -0.6476 -1.7766 -0.1601 -0.7 -0.6 -0.6
S 1.5609 0.5200 -0.1271 0.0 -0.1 0.6
```
Forces are in eV/Å.

* net charge: 0
* relative energy (zero: lowest compared OMol25 entry of this formula, charge and spin): 74.30 kcal/mol
* HOMO energy (spin up / spin down): -0.350 / -0.362 hartree
* total energy: -37381.9364 eV

=====

What is the relative energy (zero: lowest compared OMol25 entry of this formula, charge and spin) in the first record?
1.50 kcal/mol

=====

Please write out number 3 again, unchanged.
The following is a quantum chemistry calculation of 2 unconnected molecules or ions with the total composition Cl2HNS in a non-equilibrium geometry, from OMol25.

Geometry as XYZ:
```
5
Properties=species:S:1:pos:R:3:forces:R:3
Cl -1.6483 0.7062 0.7473 -0.7 0.1 -0.3
H 1.2028 1.0258 -1.3148 -0.4 0.0 -0.1
N -0.4679 -0.4755 0.8547 1.7 0.7 0.3
Cl -0.6476 -1.7766 -0.1601 -0.7 -0.6 -0.6
S 1.5609 0.5200 -0.1271 0.0 -0.1 0.6
```
Forces are in eV/Å.

* net charge: 0
* relative energy (zero: lowest compared OMol25 entry of this formula, charge and spin): 74.30 kcal/mol
* HOMO energy (spin up / spin down): -0.350 / -0.362 hartree
* total energy: -37381.9364 eV